No. 1
Here is a 2-piece molecular cluster, CHN3O overall from the OMol25 dataset. Energies are from ωB97M-V/def2-TZVPD.

Geometry as XYZ:
```
6
CHN3O (ωB97M-V/def2-TZVPD)
C 1.030 -0.451 0.417
N -0.937 0.698 -1.256
N -1.547 0.970 -0.185
N -1.233 -0.307 -0.199
O 1.813 0.311 0.048
H 0.874 -1.221 1.175
```

Calculated values
HOMO-LUMO gap (spin up / spin down)   8.972 / 7.746 eV
HOMO level (spin up / spin down)   -0.339 / -0.296 Ha

No. 2
Here is a 2-piece molecular cluster, CHN3O overall from the OMol25 dataset. Energies are from ωB97M-V/def2-TZVPD.

Geometry as XYZ:
```
6
CHN3O (ωB97M-V/def2-TZVPD)
C -1.075 0.593 -1.317
N -0.700 1.583 -1.727
N 0.128 -0.771 0.713
N 1.028 -0.601 1.324
O 2.039 -0.488 1.894
H -1.419 -0.316 -0.888
```

Calculated values
HOMO-LUMO gap   13.233 eV
HOMO level   -0.452 Ha
Structure (SMILES)   N#[N+][O-].C#N

No. 3
Here is an isolated molecule of CHN3O2 from the OMol25 dataset. Energies are from ωB97M-V/def2-TZVPD.

Geometry as XYZ:
```
7
CHN3O2 (ωB97M-V/def2-TZVPD)
O 0.512 1.404 -1.381
C 0.564 0.536 -0.544
N -0.749 0.090 0.067
N -0.590 -0.893 0.895
N 0.478 -1.312 1.163
O 1.475 -0.162 0.018
H -1.689 0.336 -0.218
```

Calculated values
HOMO-LUMO gap   9.817 eV
HOMO level   -0.402 Ha

No. 4
Here is an isolated molecule of CHN3O2 from the OMol25 dataset. Energies are from ωB97M-V/def2-TZVPD.

Geometry as XYZ:
```
7
CHN3O2 (ωB97M-V/def2-TZVPD)
C -0.093 0.070 0.835
H -1.449 -0.709 -0.368
N -0.657 -0.230 -0.296
N 0.291 -0.328 -1.435
N 1.152 0.441 -1.007
O -0.386 0.152 1.948
O 1.141 0.603 0.323
```

Calculated values
HOMO-LUMO gap   11.082 eV
HOMO level   -0.402 Ha
Structure (SMILES)   O=c1[nH]nno1

No. 5
Here is an isolated molecule of CHN3OS from the OMol25 dataset. Energies are from ωB97M-V/def2-TZVPD.

Geometry as XYZ:
```
7
CHN3OS (ωB97M-V/def2-TZVPD)
C 0.427 0.405 -0.497
H 0.927 -0.399 1.387
N 0.276 -0.292 0.637
N -1.010 -0.709 0.788
N -1.645 -0.392 -0.218
O -0.779 0.317 -1.070
S 1.805 1.070 -1.026
```

Calculated values
HOMO-LUMO gap   9.727 eV
HOMO level   -0.343 Ha
Structure (SMILES)   S=c1[nH]nno1

No. 6
Here is a 2-piece molecular cluster, CHN3OS overall from the OMol25 dataset. Energies are from ωB97M-V/def2-TZVPD.

Geometry as XYZ:
```
7
CHN3OS (ωB97M-V/def2-TZVPD)
C 2.351 -0.328 -0.519
N 0.190 1.657 0.040
N -0.820 1.286 0.340
N 1.326 1.676 -0.385
O 1.812 -0.773 -1.451
S 3.092 -0.108 0.813
H 2.051 2.322 -0.073
```

Calculated values
HOMO-LUMO gap   10.087 eV
HOMO level   -0.357 Ha

No. 7
Here is a 2-piece molecular cluster, CHN3S2 overall from the OMol25 dataset. Energies are from ωB97M-V/def2-TZVPD.

Geometry as XYZ:
```
7
CHN3S2 (ωB97M-V/def2-TZVPD)
C -0.420 1.284 1.306
N -1.212 -0.832 -1.289
N -0.119 -0.963 -1.094
N 1.050 -1.249 -1.082
S -0.965 -0.083 1.753
S 0.113 2.552 0.662
H 1.553 -0.709 -0.255
```

Calculated values
HOMO-LUMO gap   9.618 eV
HOMO level   -0.363 Ha

No. 8
Here is an isolated ion of composition CHN4O2 and charge -1 from the OMol25 dataset. Energies are from ωB97M-V/def2-TZVPD.

Geometry as XYZ:
```
8
CHN4O2 (ωB97M-V/def2-TZVPD)
C 1.584 0.961 0.048
N 2.665 1.339 -0.060
N -0.771 1.408 0.017
N 0.357 0.529 0.005
N -1.807 0.676 0.036
O -1.685 -0.561 -0.023
O -2.902 1.220 -0.039
H 0.263 -0.407 -0.335
```

Calculated values
HOMO-LUMO gap   8.352 eV
HOMO level   -0.150 Ha
Net charge   -1
Structure (SMILES)   N#CNN=[N+]([O-])[O-]

No. 9
Here is CHN4O2 as an isolated structure from the OMol25 dataset. Energies are from ωB97M-V/def2-TZVPD.

Geometry as XYZ:
```
8
CHN4O2 (ωB97M-V/def2-TZVPD)
C 0.067 0.659 -0.011
N 2.073 -0.222 0.027
N 1.290 0.936 0.035
N 0.107 -1.190 -0.045
N 1.346 -1.266 -0.004
O -2.162 0.315 0.037
O -1.081 1.298 -0.048
H -1.640 -0.529 0.010
```

Calculated values
HOMO-LUMO gap   7.915 eV
HOMO level   -0.137 Ha
Net charge   -1

No. 10
Here is an isolated ion of composition CHN4O2 and charge +1 from the OMol25 dataset. Energies are from ωB97M-V/def2-TZVPD.

Geometry as XYZ:
```
8
CHN4O2 (ωB97M-V/def2-TZVPD)
C 1.817 -0.810 -0.017
N 0.000 0.588 0.725
N -1.066 0.220 0.156
N 1.201 0.295 -0.090
N -2.215 0.480 -0.036
O 2.250 -1.861 0.081
O -3.328 0.178 -0.038
H 1.341 0.910 -0.781
```

Calculated values
HOMO-LUMO gap (spin up / spin down)   8.667 / 8.667 eV
HOMO level (spin up / spin down)   -0.550 / -0.550 Ha
Net charge   +1
Structure (SMILES)   O=C=[NH+]/N=N/N=O

No. 11
Here is a 2-piece molecular cluster, CHN5O3 overall from the OMol25 dataset. Energies are from ωB97M-V/def2-TZVPD.

Geometry as XYZ:
```
10
CHN5O3 (ωB97M-V/def2-TZVPD)
C -0.214 -0.706 -0.002
N -0.990 -1.784 0.030
N -2.198 -1.262 0.048
N -2.241 0.009 -0.090
N -0.923 0.425 -0.139
N 2.470 -0.264 -0.039
O 2.829 -0.012 -1.114
O 2.786 -0.182 1.100
O -0.485 1.675 -0.228
H -1.033 2.101 0.434
```

Calculated values
HOMO-LUMO gap (spin up / spin down)   8.158 / 9.511 eV
HOMO level (spin up / spin down)   -0.383 / -0.405 Ha

No. 12
Here is a 3-piece molecular cluster, CHN5O4 overall from the OMol25 dataset. Energies are from ωB97M-V/def2-TZVPD.

Geometry as XYZ:
```
11
CHN5O4 (ωB97M-V/def2-TZVPD)
C -3.275 0.914 -1.403
N 2.673 1.097 -0.904
N 2.839 -0.119 1.023
N 2.588 0.404 0.082
N 0.038 -1.828 0.512
N -0.014 -1.409 1.609
O -3.248 0.604 -0.328
O -3.270 1.043 -2.537
O -0.099 -0.321 0.605
O -0.003 -1.449 2.735
H 1.771 1.064 -1.395
```

Calculated values
HOMO-LUMO gap   10.436 eV
HOMO level   -0.373 Ha